Entry from the OMol25 dataset: C4H8N2 in the gas phase in a non-equilibrium geometry (wB97M-V/def2-TZVPD).

Cartesian coordinates (Å):
C 1.473 -0.184 -0.507
N 1.257 1.100 -0.302
N 0.127 1.318 0.518
C -1.061 0.763 -0.114
C -0.865 -0.765 -0.117
C 0.605 -1.072 0.302
H 2.492 -0.341 -1.037
H 0.108 2.296 0.713
H -1.950 1.027 0.469
H -1.213 1.107 -1.150
H -1.479 -1.166 0.622
H -1.111 -1.367 -1.065
H 0.860 -2.063 0.329
H 0.758 -0.653 1.339

Computed properties:
Total charge ... 0
Energy relative to the best compared isomer or geometry (same formula, charge and spin) ... 42.7 kcal/mol
Orbital gap ... 0.35759 Eh
Calculated total energy ... -7256.022 eV
E_LUMO ... 0.0435 hartree
Max |F| ... 3.49 eV/A

Charges per atom according to natural (NBO) partitioning, unit e:
1. C 0.024
2. N -0.260
3. N -0.487
4. C -0.242
5. C -0.394
6. C -0.478
7. H 0.214
8. H 0.372
9. H 0.205
10. H 0.180
11. H 0.204
12. H 0.208
13. H 0.218
14. H 0.237

=====

Entry from the OMol25 dataset: 2 unconnected molecules or ions with the total composition C4H8N2 in a non-equilibrium geometry (wB97M-V/def2-TZVPD).

Cartesian coordinates (Å):
C 0.632 -0.697 -1.599
C -0.061 0.046 2.509
C -0.201 -1.656 -1.613
C -1.202 1.464 0.862
N -0.589 0.704 1.613
N 1.491 0.204 -1.751
H -0.256 0.285 3.556
H 0.604 -0.789 2.315
H -1.275 -1.563 -1.705
H 0.128 -2.689 -1.538
H -0.763 2.400 0.521
H -2.207 1.228 0.523
H 1.954 0.690 -0.984
H 1.819 0.443 -2.692

Computed properties:
Total charge ... +2
Energy relative to the best compared isomer or geometry (same formula, charge and spin) ... 14.2 kcal/mol
Orbital gap ... 0.43550 Eh
Calculated total energy ... -7236.918 eV
E_LUMO ... -0.3193 hartree
Max |F| ... 1.54 eV/A

Charges per atom according to natural (NBO) partitioning, unit e:
1. C 0.475
2. C 0.099
3. C -0.414
4. C 0.081
5. N -0.238
6. N -0.636
7. H 0.280
8. H 0.254
9. H 0.315
10. H 0.330
11. H 0.260
12. H 0.265
13. H 0.454
14. H 0.474

=====

Entry from the OMol25 dataset: a gas-phase ion, C4H8N2 (charge +2) in a non-equilibrium geometry (wB97M-V/def2-TZVPD).

Cartesian coordinates (Å):
C 1.772 -0.652 0.444
N 0.616 -0.056 0.226
C -0.296 0.515 1.276
C -1.421 0.545 0.222
C -0.315 0.044 -0.750
N -0.133 -0.306 -1.955
H 2.049 -0.788 1.435
H 2.488 -1.018 -0.258
H -0.028 1.476 1.760
H -0.396 -0.199 2.153
H -1.986 1.387 -0.191
H -2.364 0.058 0.544
H -0.782 -0.471 -2.636
H 0.797 -0.535 -2.269

Computed properties:
Total charge ... +2
Energy relative to the best compared isomer or geometry (same formula, charge and spin) ... 24.6 kcal/mol
Orbital gap ... 0.34968 Eh
Calculated total energy ... -7236.469 eV
E_LUMO ... -0.4425 hartree
Max |F| ... 4.84 eV/A

Charges per atom according to natural (NBO) partitioning, unit e:
1. C 0.291
2. N -0.330
3. C -0.217
4. C -0.504
5. C 0.620
6. N -0.552
7. H 0.254
8. H 0.262
9. H 0.296
10. H 0.280
11. H 0.333
12. H 0.351
13. H 0.470
14. H 0.447

=====

Entry from the OMol25 dataset: a gas-phase ion, C4H8N2 (charge +2) in a non-equilibrium geometry (wB97M-V/def2-TZVPD).

Cartesian coordinates (Å):
C 3.326 -0.012 -0.052
C 1.999 0.053 0.113
N 0.808 0.054 0.047
C -0.453 -0.197 0.356
N -1.376 0.312 -0.372
C -2.702 0.116 -0.078
H 3.953 0.230 0.787
H 3.507 -1.076 -0.253
H 3.416 0.488 -0.990
H -0.566 -0.828 1.212
H -1.182 0.800 -1.214
H -3.418 0.478 -0.922
H -2.851 0.660 0.906
H -3.216 -0.839 0.174

Computed properties:
Total charge ... +2
Energy relative to the best compared isomer or geometry (same formula, charge and spin) ... 24.0 kcal/mol
Orbital gap ... 0.34769 Eh
Calculated total energy ... -7236.492 eV
E_LUMO ... -0.4154 hartree
Max |F| ... 7.07 eV/A

Charges per atom according to natural (NBO) partitioning, unit e:
1. C -0.800
2. C 0.860
3. N -0.356
4. C 0.382
5. N -0.308
6. C -0.535
7. H 0.372
8. H 0.369
9. H 0.353
10. H 0.288
11. H 0.472
12. H 0.302
13. H 0.285
14. H 0.316

=====

Entry from the OMol25 dataset: a molecular structure, C4H8N2 in a non-equilibrium geometry (wB97M-V/def2-TZVPD).

Cartesian coordinates (Å):
C -0.664 -0.147 -0.079
C 1.442 -1.393 -0.231
C -0.527 1.327 -0.341
C 0.858 1.069 0.364
N 0.706 -0.388 0.097
N -1.731 -0.879 0.115
H 2.382 -1.514 0.173
H 1.015 -2.287 -0.593
H -0.330 1.849 -1.327
H -1.325 1.913 0.067
H 1.754 1.472 -0.006
H 0.853 1.202 1.497
H -2.570 -0.496 -0.277
H -1.863 -1.727 0.543

Computed properties:
Total charge ... +2
Energy relative to the best compared isomer or geometry (same formula, charge and spin) ... 41.5 kcal/mol
Orbital gap (spin up / spin down) ... 0.30116 / 0.25089 Eh
Calculated total energy ... -7232.243 eV
E_LUMO (spin up / spin down) ... -0.3696 / -0.5859 hartree
Max |F| ... 8.77 eV/A
⟨S²⟩ ... 2.0134
2S+1 ... 3

Charges per atom according to natural (NBO) partitioning, unit e:
1. C 0.454
2. C -0.012
3. C -0.453
4. C -0.182
5. N -0.086
6. N -0.460
7. H 0.258
8. H 0.247
9. H 0.352
10. H 0.296
11. H 0.296
12. H 0.364
13. H 0.464
14. H 0.462

=====

Entry from the OMol25 dataset: C4H8N2O in the gas phase (wB97M-V/def2-TZVPD).

Cartesian coordinates (Å):
C 0.524 1.137 -0.859
C -0.688 0.386 -1.383
O -1.763 1.268 -1.234
N -1.075 -0.928 -0.730
C -0.496 -1.038 0.344
C 0.116 -0.878 1.491
N 1.323 -1.564 1.819
H 1.429 0.526 -0.801
H 0.347 1.628 0.105
H 0.655 1.911 -1.617
H -0.515 0.115 -2.429
H -2.532 0.870 -1.658
H -0.403 -0.222 2.190
H 1.979 -0.929 2.263
H 1.100 -2.282 2.500

Computed properties:
Total charge ... 0
Energy relative to the best compared isomer or geometry (same formula, charge and spin) ... 68.6 kcal/mol
Orbital gap ... 0.35126 Eh
Calculated total energy ... -9303.418 eV
E_LUMO ... 0.0296 hartree
Max |F| ... 0.89 eV/A

Charges per atom according to natural (NBO) partitioning, unit e:
1. C -0.652
2. C 0.240
3. O -0.704
4. N -0.450
5. C 0.404
6. C -0.248
7. N -0.824
8. H 0.222
9. H 0.223
10. H 0.226
11. H 0.157
12. H 0.478
13. H 0.205
14. H 0.362
15. H 0.362

=====

Entry from the OMol25 dataset: 2 unconnected molecules or ions with the total composition C4H8N2O in a non-equilibrium geometry (wB97M-V/def2-TZVPD).

Cartesian coordinates (Å):
C 0.369 0.190 1.162
C -0.922 0.259 0.448
C -1.537 1.410 0.018
N -2.482 1.001 -0.859
C -2.505 -0.344 -0.857
N -1.682 -0.871 0.060
H 0.369 0.683 2.148
H 1.102 0.698 0.514
H 0.683 -0.860 1.292
H -1.218 2.451 -0.044
H -3.020 1.632 -1.456
H -3.298 -0.978 -1.255
O 4.384 -1.661 -0.598
H 4.433 -2.045 0.306
H 5.323 -1.564 -0.878

Computed properties:
Total charge ... 0
Energy relative to the best compared isomer or geometry (same formula, charge and spin) ... 34.1 kcal/mol
Orbital gap ... 0.34358 Eh
Calculated total energy ... -9304.915 eV
E_LUMO ... 0.0350 hartree
Max |F| ... 3.08 eV/A

Charges per atom according to natural (NBO) partitioning, unit e:
1. C -0.645
2. C 0.098
3. C -0.134
4. N -0.516
5. C 0.146
6. N -0.449
7. H 0.219
8. H 0.222
9. H 0.233
10. H 0.210
11. H 0.417
12. H 0.198
13. O -0.939
14. H 0.470
15. H 0.469

=====

Entry from the OMol25 dataset: 2 unconnected molecules or ions with the total composition C4H8N2O in a non-equilibrium geometry (wB97M-V/def2-TZVPD).

Cartesian coordinates (Å):
C -1.747 -0.379 0.003
C -2.458 0.645 0.344
C 1.763 -1.407 -0.088
C 0.711 1.211 -0.493
N 1.058 -0.752 0.783
N 0.551 0.451 0.792
O -1.487 -1.384 -0.535
H -3.221 0.336 0.978
H -2.153 1.652 0.241
H 2.167 -0.923 -0.883
H 1.696 -2.457 -0.078
H 0.019 2.042 -0.669
H 1.659 1.644 -0.576
H 0.772 0.655 -1.424
H 0.669 -1.333 1.604

Computed properties:
Total charge ... 0
Energy relative to the best compared isomer or geometry (same formula, charge and spin) ... 129.4 kcal/mol
Orbital gap ... 0.31710 Eh
Calculated total energy ... -9300.784 eV
E_LUMO ... 0.0319 hartree
Max |F| ... 2.74 eV/A

Charges per atom according to natural (NBO) partitioning, unit e:
1. C 0.719
2. C -0.762
3. C -0.297
4. C -0.497
5. N -0.194
6. N -0.359
7. O -0.498
8. H 0.253
9. H 0.251
10. H 0.186
11. H 0.198
12. H 0.211
13. H 0.198
14. H 0.187
15. H 0.405

=====

Entry from the OMol25 dataset: a molecular structure, C4H8N2O (wB97M-V/def2-TZVPD).

Cartesian coordinates (Å):
C -1.851 -0.699 -0.142
C -0.605 0.062 -0.557
N -0.430 1.348 0.169
C 0.908 0.976 0.652
C 0.722 -0.443 -0.004
N 1.739 -0.889 -0.789
O 2.578 -1.363 0.056
H -2.751 -0.139 -0.422
H -1.860 -0.838 0.944
H -1.884 -1.682 -0.624
H -0.560 0.164 -1.651
H -0.411 2.152 -0.450
H 0.988 0.985 1.743
H 1.751 1.531 0.223
H 1.598 -1.172 0.891

Computed properties:
Total charge ... 0
Energy relative to the best compared isomer or geometry (same formula, charge and spin) ... 159.7 kcal/mol
Orbital gap (spin up / spin down) ... 0.31945 / 0.31948 Eh
Calculated total energy ... -9299.467 eV
E_LUMO (spin up / spin down) ... -0.0227 / -0.0226 hartree
Max |F| ... 0.47 eV/A

Charges per atom according to natural (NBO) partitioning, unit e:
1. C -0.606
2. C -0.064
3. N -0.621
4. C -0.185
5. C -0.215
6. N 0.125
7. O -0.399
8. H 0.215
9. H 0.214
10. H 0.212
11. H 0.193
12. H 0.364
13. H 0.195
14. H 0.194
15. H 0.378

=====

Entry from the OMol25 dataset: 2 unconnected molecules or ions with the total composition C4H8N2O in a non-equilibrium geometry (wB97M-V/def2-TZVPD).

Cartesian coordinates (Å):
H 2.237 -0.500 1.047
N 1.471 -0.111 1.587
C 0.395 0.095 1.022
C -0.823 0.688 1.627
O 0.185 -0.445 -0.503
C -1.054 -0.874 -1.061
H -0.566 1.087 2.606
H -1.226 1.476 0.993
H -1.583 -0.085 1.743
H -1.537 -1.571 -0.374
H -0.853 -1.391 -1.999
H -1.706 -0.018 -1.253
C 1.552 0.407 -1.721
N 2.185 -0.056 -2.583
H 1.322 1.298 -1.131

Computed properties:
Total charge ... 0
Energy relative to the best compared isomer or geometry (same formula, charge and spin) ... 93.0 kcal/mol
Orbital gap ... 0.38334 Eh
Calculated total energy ... -9302.359 eV
E_LUMO ... 0.0244 hartree
Max |F| ... 3.53 eV/A

Charges per atom according to natural (NBO) partitioning, unit e:
1. H 0.389
2. N -0.635
3. C 0.612
4. C -0.709
5. O -0.619
6. C -0.249
7. H 0.253
8. H 0.238
9. H 0.242
10. H 0.177
11. H 0.215
12. H 0.170
13. C 0.107
14. N -0.394
15. H 0.204